DFT (ωB97M-V/def2-TZVPD) results for 4 unconnected molecules or ions with the total composition C2H11O4.

Each line ends with the Löwdin charge.
Cartesian coordinates (Å):
C (-0.834, 0.008, 1.113)  -0.47
O (-0.197, -0.067, -0.093)  -0.35
C (-0.258, -0.936, 2.143)  -0.12
H (-1.928, -0.155, 1.010)  0.10
H (-0.895, 1.033, 1.577)  0.10
H (-0.820, -1.137, 3.067)  0.05
H (0.777, -0.733, 2.424)  0.06
H (-0.275, -1.961, 1.734)  0.07
H (-0.524, -2.216, -2.067)  0.01
H (-0.609, -1.426, -0.739)  -0.01
O (-0.997, -2.260, -1.214)  -0.17
H (1.998, 1.160, 0.642)  0.02
H (1.333, 0.362, -0.399)  0.01
O (2.207, 0.879, -0.256)  -0.15
H (0.778, 1.966, -1.284)  0.00
H (-0.636, 1.594, -1.102)  0.00
O (-0.116, 2.317, -1.476)  -0.12

Output
- Net charge: -1
- Gap between HOMO and LUMO: 8.600 eV
- Max |F|: 1.879 eV/A

DFT (ωB97M-V/def2-TZVPD) results for 4 unconnected molecules or ions with the total composition C2H11O4.

Each line ends with the Löwdin charge.
Cartesian coordinates (Å):
C (0.257, -0.147, -0.989)  -0.45
O (-0.585, 0.183, 0.039)  -0.34
C (1.210, -1.338, -0.695)  -0.12
H (-0.354, -0.427, -1.865)  0.09
H (0.967, 0.681, -1.219)  0.09
H (1.935, -1.438, -1.522)  0.05
H (1.701, -1.330, 0.275)  0.06
H (0.670, -2.285, -0.817)  0.05
H (-1.975, -2.416, -0.334)  -0.03
H (-1.485, -1.022, 0.433)  0.01
O (-1.979, -1.942, 0.484)  -0.16
H (1.263, 0.842, 2.265)  0.00
H (0.069, 1.001, 1.211)  -0.02
O (0.496, 1.372, 2.052)  -0.13
H (-0.524, 2.808, 0.964)  -0.01
H (-0.841, 2.310, -0.401)  0.02
O (-0.826, 3.150, 0.118)  -0.11

Output
- Net charge: -1
- Gap between HOMO and LUMO: 8.525 eV
- Max |F|: 1.629 eV/A

DFT (ωB97M-V/def2-TZVPD) results for 4 unconnected molecules or ions with the total composition C2H11O4.

Each line ends with the Löwdin charge.
Cartesian coordinates (Å):
C (0.744, -0.269, 0.879)  -0.29
O (0.068, 0.227, -0.350)  -0.08
C (1.801, 0.537, 1.675)  -0.08
H (1.171, -1.244, 0.653)  0.10
H (-0.175, -0.421, 1.601)  0.16
H (1.986, 0.237, 2.775)  0.11
H (1.413, 1.551, 1.592)  0.06
H (2.794, 0.371, 1.056)  0.12
H (1.362, -0.894, -3.049)  0.04
H (1.120, -0.740, -1.514)  0.00
O (1.495, -1.363, -2.212)  -0.09
H (-1.435, 1.751, 1.415)  0.03
H (-1.797, 1.751, 0.062)  0.01
O (-1.654, 2.434, 0.733)  -0.07
H (-1.329, -1.094, -1.050)  0.09
H (-2.174, -1.105, 0.279)  -0.02
O (-2.184, -1.520, -0.564)  -0.09

Output
- Net charge: 0
- Expectation value of S²: 0.755
- Gap between HOMO and LUMO (spin up / spin down): 11.771 / 8.288 eV
- 2S+1: 2
- Max |F|: 4.266 eV/A

DFT (ωB97M-V/def2-TZVPD) results for 5 unconnected molecules or ions with the total composition C2H11O6.

Each line ends with the Löwdin charge.
Cartesian coordinates (Å):
O (-1.766, -0.189, 0.527)  -0.08
C (-0.533, -0.421, 0.451)  -0.73
O (0.335, 0.238, -0.155)  -0.07
C (-0.114, -1.698, 1.222)  -0.04
H (-0.078, -2.621, 0.622)  0.05
H (0.944, -1.544, 1.541)  0.07
H (-0.916, -1.943, 1.910)  0.06
H (-3.312, -1.028, 0.160)  -0.01
H (-3.651, -2.401, -0.395)  0.00
O (-4.061, -1.560, -0.193)  -0.10
H (3.296, -2.097, -3.751)  0.03
H (2.073, -1.814, -4.541)  0.03
O (3.030, -1.717, -4.594)  -0.07
H (1.285, 3.138, 3.304)  0.04
H (1.643, 4.363, 2.655)  0.03
O (1.574, 4.024, 3.556)  -0.07
H (-0.215, 1.851, -0.393)  0.00
H (0.652, 2.612, -1.190)  0.01
O (-0.186, 2.806, -0.736)  -0.15

Output
- Net charge: -1
- Gap between HOMO and LUMO: 8.374 eV
- Max |F|: 1.689 eV/A

DFT (ωB97M-V/def2-TZVPD) results for 3 unconnected molecules or ions with the total composition C2H12N2O2.

Each line ends with the Löwdin charge.
Cartesian coordinates (Å):
N (-1.014, 0.232, 1.414)  -0.05
C (-0.276, 1.447, 1.499)  -0.30
C (0.806, 1.474, 0.340)  -0.31
N (0.416, 1.021, -0.955)  -0.03
H (-1.880, 0.088, 0.848)  0.09
H (-0.376, -0.550, 1.552)  0.07
H (0.336, 1.321, 2.450)  0.11
H (-0.750, 2.407, 1.621)  0.09
H (1.057, 2.534, 0.343)  0.09
H (1.703, 0.889, 0.565)  0.10
H (1.071, 0.226, -1.194)  0.09
H (0.260, 1.599, -1.751)  0.05
O (0.433, 0.935, -6.575)  -0.06
H (0.839, 0.101, -6.800)  0.02
H (-0.296, 0.895, -7.214)  0.04
O (-0.418, -4.429, 4.739)  -0.06
H (-1.112, -3.793, 4.523)  0.04
H (0.044, -4.067, 5.493)  0.02

Output
- Net charge: 0
- SMILES string: NCCN.O.O
- Gap between HOMO and LUMO: 8.990 eV
- Max |F|: 3.261 eV/A

DFT (ωB97M-V/def2-TZVPD) results for 3 unconnected molecules or ions with the total composition C2H12N2O2.

Each line ends with the Löwdin charge.
Cartesian coordinates (Å):
C (-0.205, -2.307, -0.998)  -0.14
N (-0.553, -0.889, -0.969)  -0.12
C (0.561, 0.067, -0.918)  -0.31
N (0.599, 0.889, 0.278)  0.00
H (-1.071, -2.885, -0.643)  0.08
H (0.042, -2.620, -2.015)  0.07
H (0.640, -2.543, -0.341)  0.07
H (-1.261, -0.650, -0.300)  0.05
H (0.491, 0.714, -1.802)  0.11
H (1.504, -0.479, -1.015)  0.11
H (-0.343, 1.274, 0.393)  0.07
H (0.685, 0.267, 1.074)  0.08
O (2.632, 2.563, 1.513)  -0.10
H (2.039, 2.186, 0.838)  -0.02
H (3.295, 3.059, 1.024)  0.02
O (-2.811, 0.513, 0.969)  -0.06
H (-2.881, -0.310, 1.480)  0.05
H (-3.364, 1.149, 1.431)  0.04

Output
- Net charge: 0
- SMILES string: CNCN.O.O
- Gap between HOMO and LUMO: 8.988 eV
- Max |F|: 0.833 eV/A

DFT (ωB97M-V/def2-TZVPD) results for 3 unconnected molecules or ions with the total composition C2H12N2O2.

Each line ends with the Löwdin charge.
Cartesian coordinates (Å):
N (-1.218, -1.996, 2.118)  0.19
C (-0.239, -0.890, 2.351)  -0.18
C (1.166, -1.014, 1.673)  -0.16
N (1.153, -1.114, 0.149)  0.09
H (-0.751, -3.057, 2.083)  0.24
H (-1.894, -1.708, 1.429)  0.11
H (-0.123, -0.810, 3.405)  0.13
H (-0.547, 0.131, 1.921)  0.16
H (1.539, -0.106, 2.001)  0.09
H (1.834, -1.716, 2.266)  0.15
H (0.283, -0.854, -0.318)  0.09
H (1.290, -2.042, -0.218)  0.08
H (-2.710, -1.279, -6.012)  0.04
H (-3.149, -1.527, -4.621)  0.06
O (-2.454, -0.990, -5.115)  -0.10
H (1.164, 6.285, -0.772)  0.04
H (2.616, 5.987, -1.395)  0.07
O (2.039, 6.697, -0.944)  -0.11

Output
- Net charge: +1
- Expectation value of S²: 0.757
- Gap between HOMO and LUMO (spin up / spin down): 9.352 / 4.137 eV
- 2S+1: 2
- Max |F|: 4.258 eV/A

DFT (ωB97M-V/def2-TZVPD) results for 4 unconnected molecules or ions with the total composition C2H12N2O3.

Each line ends with the Löwdin charge.
Cartesian coordinates (Å):
N (1.928, -2.252, -0.138)  0.01
C (0.811, -1.680, -0.797)  -0.23
C (0.767, -0.377, -1.080)  -0.24
N (-0.375, 0.322, -1.523)  0.02
H (1.719, -3.189, 0.171)  0.07
H (2.236, -1.709, 0.652)  0.07
H (0.173, -2.411, -1.285)  0.10
H (1.664, 0.195, -0.868)  0.11
H (-1.081, -0.276, -1.927)  0.07
H (-0.139, 1.037, -2.207)  0.08
O (-3.855, -0.518, -0.257)  -0.05
H (-2.943, -0.773, -0.404)  0.01
H (-3.943, 0.106, 0.465)  0.03
O (-0.405, 0.819, 1.931)  -0.06
H (-0.711, 1.023, 1.039)  0.01
H (-0.780, -0.035, 2.164)  0.04
O (1.962, 3.090, 1.492)  -0.07
H (1.057, 2.845, 1.743)  0.02
H (1.917, 3.783, 0.829)  0.03

Output
- Net charge: 0
- SMILES string: N/C=C/N.O.O.O
- Gap between HOMO and LUMO: 8.072 eV
- Max |F|: 0.929 eV/A

It is found that the ΔE to the lowest compared entry with this formula, charge and spin values, taken in the order of the records, are 0.2611 0.3604 1.3116 0.9850 1.7490 0.7053 2.1359 1.2734 eV.
It is found that the E_tot values, taken in the order of the records, are -383.79625 -383.79260 -383.61643 -534.32237 -343.32885 -343.36720 -342.98525 -418.59226 Ha.